[1]
Entry from the OMol25 dataset: 7 unconnected molecules or ions with the total composition C12H36NO9 in a non-equilibrium geometry (ωB97M-V/def2-TZVPD).

Calculated values
Net charge = -1
HOMO energy = -6.67 eV
Energy above the lowest of the compared OMol25 structures with the same formula, charge and spin = 5.781 eV

The geometry in XYZ format:
```
58
Properties=species:S:1:pos:R:3:lowdin_charge:R:1
N -0.16555 -0.32994 -0.29387 -0.563
O 0.96550 -0.69300 -0.49558 0.024
O -1.09062 -1.11489 -0.20084 -0.010
O -0.45728 0.87650 -0.02488 -0.032
C -3.45265 1.72991 3.13581 -0.123
C -2.64173 2.63484 2.15546 -0.226
O -3.54948 2.72952 0.94303 -0.184
H -4.42641 1.84588 3.37158 -0.003
H -2.98674 1.74549 4.21203 0.084
H -3.36004 0.56269 2.97427 0.098
H -1.72564 2.15558 1.85149 0.080
H -2.66199 3.69094 2.67238 0.127
H -3.05276 2.09008 0.27603 0.077
C 1.86408 -1.19501 3.28763 -0.092
C 0.60556 -1.86419 3.08597 -0.350
O -0.38274 -0.93822 2.73175 -0.122
H 2.60360 -2.00482 3.44834 0.094
H 1.91385 -0.66789 4.23129 0.078
H 2.22372 -0.53839 2.62894 0.022
H 0.20546 -2.31060 3.82995 0.038
H 0.78844 -2.61915 2.11274 0.171
H -0.96472 -1.22994 1.88350 0.137
C 4.03154 -0.37483 -3.97247 -0.088
C 2.92138 -0.61851 -3.00364 -0.361
O 3.12970 0.10792 -1.82872 -0.072
H 4.94116 -0.62770 -3.59063 0.029
H 3.98729 0.79391 -4.14134 0.116
H 3.82925 -0.67004 -5.00852 0.071
H 2.86047 -1.57537 -2.80470 0.058
H 2.06821 -0.35031 -3.59024 0.110
H 2.27991 0.17089 -1.34697 0.042
C -4.47022 2.16442 -2.19276 -0.096
C -3.39318 1.11772 -2.19599 -0.304
O -3.40702 0.68328 -0.85104 -0.173
H -5.54044 1.75828 -1.98104 0.112
H -4.48773 2.76800 -3.15719 0.083
H -4.36479 2.94798 -1.50963 0.028
H -2.28016 1.46061 -2.12959 0.148
H -3.45360 0.35654 -2.85927 0.065
H -2.41276 0.45341 -0.61062 0.089
C 3.30500 3.63092 1.43715 -0.077
C 2.67469 2.63475 0.46455 -0.305
O 1.38334 2.97730 -0.01320 -0.041
H 2.92959 3.43816 2.33882 0.017
H 3.24562 4.63130 1.12258 0.065
H 4.28028 3.25640 1.65205 0.066
H 2.57853 1.52923 0.99321 0.160
H 3.44973 2.45075 -0.21779 0.069
H 0.97873 2.16970 0.01821 -0.040
C -0.25715 -5.63614 -1.23093 -0.052
C -0.33982 -4.23235 -0.57024 -0.239
O 0.66997 -3.45136 -1.27319 -0.081
H -0.34880 -5.65132 -2.35126 0.106
H -0.75367 -6.15571 -0.72590 -0.063
H 0.71928 -6.00941 -1.18560 0.060
H -0.18472 -4.45808 0.44186 0.079
H -1.26112 -3.69843 -0.66355 0.096
H 0.43962 -2.54729 -1.27943 -0.001
```


[2]
Entry from the OMol25 dataset: 6 unconnected molecules or ions with the total composition C12H36O6 in a non-equilibrium geometry (ωB97M-V/def2-TZVPD).

Calculated values
HOMO energy = -9.64 eV
Energy above the lowest of the compared OMol25 structures with the same formula, charge and spin = 1.811 eV

The geometry in XYZ format:
```
54
Properties=species:S:1:pos:R:3:lowdin_charge:R:1
O 0.65705 0.80489 -0.39816 -0.047
H 1.21411 0.41389 0.27493 0.034
H 1.02194 0.48914 -1.22484 0.033
O -0.99462 2.91214 -1.42534 -0.070
H -0.37399 2.32207 -0.99771 -0.028
H -1.25735 2.44876 -2.22063 -0.040
C -1.98332 1.04182 1.96347 -0.043
C -1.11555 0.35750 2.99418 -0.502
C -1.89685 -0.76578 3.69612 -0.049
O -0.04960 -0.26617 2.33044 -0.079
H -1.51937 1.71534 1.24290 0.076
H -2.67935 1.61712 2.57396 0.085
H -2.47838 0.18843 1.50005 0.084
H -0.71112 1.10820 3.67313 0.132
H -2.86329 -0.41553 4.05865 0.080
H -1.32758 -1.15354 4.54091 0.077
H -2.06891 -1.62857 3.05262 0.080
H -0.40374 -0.88277 1.68547 0.082
C 0.41852 -2.95570 -1.03860 -0.056
C 1.56605 -2.88824 -2.02977 -0.467
C 1.09462 -2.82925 -3.52078 -0.043
O 2.08841 -1.58739 -1.86306 -0.068
H -0.10909 -2.00805 -1.14665 0.062
H 0.70793 -3.01257 0.01074 0.079
H -0.28337 -3.76583 -1.23648 0.082
H 2.23509 -3.73812 -1.89485 0.137
H 1.79936 -2.39792 -4.23169 0.080
H 0.13741 -2.32033 -3.63412 0.061
H 0.85833 -3.87535 -3.71561 0.072
H 2.97732 -1.78844 -1.56134 0.098
C -2.30080 -0.09193 -2.85766 -0.028
C -1.75664 0.71367 -4.09756 -0.477
C -2.67107 0.61482 -5.32174 -0.062
O -1.66796 2.05968 -3.83598 -0.048
H -3.18945 0.35330 -2.41026 0.083
H -1.62347 0.00422 -2.00908 0.048
H -2.53517 -1.14999 -2.97463 0.076
H -0.80496 0.29664 -4.42696 0.131
H -3.72390 0.89358 -5.27787 0.085
H -2.77713 -0.41513 -5.66243 0.072
H -2.10173 1.09180 -6.11951 0.076
H -1.04703 2.49024 -4.42816 0.122
C 2.56515 2.17681 3.03985 -0.057
C 3.19825 1.21483 4.06909 -0.468
C 2.38812 0.95665 5.28408 -0.053
O 3.20455 0.05275 3.24500 -0.083
H 3.18734 2.36520 2.16493 0.085
H 2.33355 3.10391 3.56419 0.075
H 1.60076 1.84110 2.65856 0.060
H 4.23935 1.51304 4.19279 0.140
H 1.37629 0.65464 5.01370 0.074
H 2.31311 1.88348 5.85282 0.081
H 2.82294 0.23577 5.97643 0.085
H 2.30923 0.00114 2.90244 0.041
```


[3]
Entry from the OMol25 dataset: a molecular structure, C12H37AlN9O17 in a non-equilibrium geometry (ωB97M-V/def2-TZVPD).

Calculated values
Net charge = -1
HOMO energy = -4.57 eV

The geometry in XYZ format:
```
76
Properties=species:S:1:pos:R:3:lowdin_charge:R:1
C 0.33199 2.34293 -2.55513 -0.120
C 0.68554 0.85977 -2.48086 -0.247
C -0.05526 0.13781 -1.31623 -0.339
N -1.04366 -0.83858 -1.74878 -0.107
Al -2.57295 -0.14743 -2.59376 0.048
C -3.55604 1.15701 -1.40639 -0.203
O -2.17440 0.73460 -4.11798 -0.269
H -0.74370 2.44325 -2.43206 0.052
H 0.62466 2.79944 -3.49587 0.072
H 0.81785 2.86386 -1.73613 0.037
H 0.37284 0.37184 -3.39726 0.089
H 1.76220 0.75388 -2.33913 0.087
H 0.72348 -0.36950 -0.73967 0.062
H -0.51843 0.87419 -0.65943 0.093
H -0.59446 -1.54731 -2.32055 0.026
H -3.52389 -1.42745 -2.96587 -0.088
H -3.05210 2.12663 -1.46816 -0.033
H -3.57691 0.82347 -0.37192 -0.014
H -4.56584 1.30946 -1.76686 -0.044
H -2.85704 1.40120 -4.26475 -0.020
C -7.21075 4.14344 0.28276 0.035
N -6.61476 2.85106 -0.15497 -0.437
O -6.52456 2.66801 -1.35513 0.046
O -6.26178 2.08616 0.71450 0.079
H -7.46897 4.69927 -0.60928 0.071
H -8.08502 3.92205 0.88679 0.095
H -6.46491 4.67113 0.86870 0.100
C 0.57369 -3.52516 0.41125 0.051
N 1.56797 -3.15116 -0.63350 -0.434
O 2.42403 -2.33931 -0.32420 0.022
O 1.45898 -3.67233 -1.72144 0.071
H 0.81391 -2.97896 1.31531 0.091
H -0.40874 -3.24844 0.03393 0.096
H 0.65746 -4.59860 0.55304 0.095
C 4.95903 -2.65755 1.57012 0.052
N 5.08308 -3.51363 2.77826 -0.428
O 6.19582 -3.85003 3.14425 0.041
O 4.05644 -3.83729 3.34802 0.047
H 5.95672 -2.48068 1.18908 0.100
H 4.34980 -3.18802 0.84844 0.082
H 4.46781 -1.73265 1.86157 0.076
C -6.20332 5.09955 -3.93564 0.049
N -5.24066 5.60030 -2.91666 -0.431
O -5.68374 6.13150 -1.91309 0.044
O -4.06281 5.44430 -3.15814 0.070
H -7.20673 5.30860 -3.58753 0.091
H -5.98109 5.61240 -4.86594 0.098
H -6.02784 4.03258 -4.03624 0.104
C 7.09956 -6.95565 1.72443 0.045
N 6.30879 -6.85756 0.46520 -0.449
O 5.90235 -7.88828 -0.03358 0.065
O 6.12178 -5.74076 0.02444 0.060
H 7.17587 -8.00079 1.99669 0.091
H 8.07287 -6.51660 1.53119 0.101
H 6.57303 -6.37752 2.47858 0.083
C -1.60948 5.79963 -1.19640 0.037
N -0.24150 5.44317 -0.73168 -0.446
O 0.67788 5.52335 -1.52041 0.056
O -0.13018 5.08241 0.42714 0.042
H -1.55434 6.07021 -2.24198 0.086
H -2.24214 4.92932 -1.05122 0.092
H -1.95162 6.62556 -0.58061 0.099
C 2.51647 -4.77007 5.94665 0.033
N 1.29517 -5.22469 6.67008 -0.454
O 1.44422 -5.84246 7.70901 0.050
O 0.22367 -4.94881 6.17094 0.063
H 3.38151 -5.09248 6.51160 0.093
H 2.49911 -5.20960 4.95581 0.087
H 2.46730 -3.68911 5.86872 0.100
C 2.04596 1.86052 0.90529 0.052
N 2.69175 0.71776 1.60030 -0.431
O 2.03558 0.07550 2.39403 0.066
O 3.85680 0.48649 1.32437 0.039
H 1.02103 1.93442 1.24452 0.099
H 2.61788 2.75170 1.14518 0.104
H 2.09776 1.64872 -0.15576 0.080
```


[4]
Entry from the OMol25 dataset: a molecular structure, C12H37BrClN2O10PS3Si2 (ωB97M-V/def2-TZVPD).

Calculated values
HOMO energy = -8.61 eV

The geometry in XYZ format:
```
69
Properties=species:S:1:pos:R:3:lowdin_charge:R:1
C 2.80849 3.65850 -0.63766 -0.116
C 2.43311 2.28116 -1.19712 -0.774
Cl 1.89150 1.18627 0.11532 0.687
C 1.39078 2.34049 -2.32512 -0.282
Si 2.19152 2.18608 -4.00816 0.374
N 2.71845 3.71525 -4.59325 -0.044
O 1.10471 1.49833 -5.07012 -0.406
Si 1.26711 1.30479 -6.67000 -0.074
Br -0.37987 -0.03008 -7.34703 0.316
P 3.17620 0.25846 -7.25468 0.505
N 4.45879 1.12566 -6.97296 -0.370
H 2.87083 3.64900 0.44530 0.062
H 2.10406 4.42676 -0.95111 0.071
H 3.79143 3.95137 -1.00905 0.079
H 3.34517 1.82614 -1.58034 0.060
H 0.86700 3.29721 -2.28953 0.076
H 0.64014 1.56066 -2.20705 0.066
H 3.34030 1.26628 -3.87743 0.018
H 2.22892 4.10985 -5.38163 0.026
H 2.81031 4.42067 -3.87946 0.027
H 1.13754 2.56378 -7.42113 -0.032
H 3.09161 -1.00832 -6.65238 -0.026
H 2.95306 -0.02138 -8.61762 -0.041
H 5.09549 0.65018 -6.34581 -0.048
O 4.90876 -3.11079 4.89280 -0.273
S 3.66599 -3.47062 4.28491 0.551
O 3.64709 -3.87054 2.91370 -0.274
O 2.62464 -2.30653 4.52404 -0.273
C 3.01102 -0.96138 4.11982 -0.235
C 2.99401 -0.75125 2.62467 -0.109
C 2.85472 -4.69416 5.25174 -0.124
H 3.98563 -0.73341 4.55254 0.117
H 2.27339 -0.32075 4.59695 0.103
H 3.74911 -1.35118 2.11847 0.077
H 3.18776 0.29767 2.41451 0.049
H 2.02049 -1.01929 2.21607 0.067
H 2.85456 -4.37953 6.29078 0.074
H 3.42465 -5.61212 5.12738 0.076
H 1.84456 -4.82120 4.87356 0.072
O 0.37288 0.94700 3.35416 -0.286
S -1.03086 0.85436 3.08640 0.559
O -1.92498 1.74813 3.75347 -0.272
O -1.48513 -0.64475 3.34434 -0.261
C -1.14243 -1.23812 4.62052 -0.241
C -1.97726 -0.71502 5.76959 -0.069
C -1.33723 0.88323 1.36152 -0.137
H -0.07522 -1.09823 4.79887 0.101
H -1.31541 -2.30109 4.46909 0.123
H -1.78543 0.33937 5.95763 0.072
H -1.73638 -1.27575 6.67301 0.082
H -3.03954 -0.82913 5.55508 0.084
H -0.66704 0.18036 0.87807 0.046
H -1.13572 1.89517 1.01856 0.076
H -2.37733 0.62374 1.18073 0.059
O -6.43677 1.02973 -1.60999 -0.268
S -5.61457 0.16535 -0.82436 0.556
O -4.19249 0.30145 -0.89553 -0.284
O -6.02088 -1.33454 -1.12064 -0.264
C -6.02781 -1.76617 -2.50666 -0.242
C -4.64107 -1.95999 -3.08050 -0.072
C -6.11477 0.20665 0.85876 -0.118
H -6.61321 -1.05643 -3.09180 0.115
H -6.57167 -2.70725 -2.48315 0.121
H -4.09800 -1.01944 -3.14593 0.070
H -4.72377 -2.37936 -4.08319 0.083
H -4.06013 -2.64084 -2.45909 0.085
H -7.19206 0.08256 0.90879 0.076
H -5.82102 1.18113 1.24338 0.079
H -5.59772 -0.58417 1.39493 0.076
```


The records above give, respectively, orbital gap values of 9.79, 10.12, 6.23, 9.00 eV.
The records above give, respectively, E values of -1210.3968, -930.1764, -2493.1056, -6490.5411 Ha.